{
  "formula": "C10H17BrEuFNO4S",
  "method": "wB97M-V/def2-TZVPD",
  "energy_ev": -123219.4940,
  "homo_ev": [-14.54, -14.54],
  "homo_lumo_gap_ev": [4.46, 4.69],
  "multiplicity": 8,
  "charge": 2,
  "lumo_energy_ev": [-10.08, -9.85],
  "symbols": ["Eu", "Br", "S", "F", "O", "O", "O", "O", "N", "C", "C", "C", "C", "C", "C", "C", "C", "C", "C", "H", "H", "H", "H", "H", "H", "H", "H", "H", "H", "H", "H", "H", "H", "H", "H", "H"],
  "xyz": [[3.40, 1.94, 2.53], [-3.30, 1.75, -2.50], [-1.91, -0.30, 2.19], [2.46, -0.52, -1.28], [-2.50, -1.72, 2.51], [-0.66, 2.08, -3.59], [-2.88, 0.70, 2.93], [-0.39, -0.11, 2.95], [-1.29, -3.08, -0.33], [-0.65, -0.91, -1.63], [2.24, -0.05, 0.13], [-1.30, 1.83, -2.42], [-0.48, 0.14, -0.38], [-1.97, 0.16, 0.38], [-0.37, 1.65, -1.08], [0.72, -0.19, 0.68], [2.94, 1.43, 0.24], [-0.30, -2.47, -1.30], [0.39, 0.73, 2.03], [-0.43, -3.08, -2.32], [-2.48, 1.21, 0.30], [-1.01, -2.71, 0.61], [-0.73, 2.40, -0.26], [-1.74, -0.91, -2.10], [0.84, -2.65, -1.00], [2.79, 2.11, -0.73], [-2.70, -0.61, -0.16], [2.69, 2.04, 1.20], [0.11, -0.57, -2.49], [-1.15, -4.12, -0.25], [-0.13, 1.75, 1.77], [4.12, 1.24, 0.28], [1.39, 1.01, 2.62], [0.73, 1.92, -1.39], [2.91, -0.78, 0.80], [0.60, -1.31, 1.06]]
}


{
  "formula": "C5H40NO15",
  "method": "wB97M-V/def2-TZVPD",
  "energy_ev": -38038.0803,
  "de_lowest_ev": 3.926,
  "homo_ev": -6.02,
  "homo_lumo_gap_ev": 8.49,
  "multiplicity": 1,
  "charge": -1,
  "lumo_energy_ev": 2.48,
  "symbols": ["O", "O", "O", "O", "O", "O", "O", "O", "O", "O", "O", "O", "O", "O", "O", "N", "C", "C", "C", "C", "C", "H", "H", "H", "H", "H", "H", "H", "H", "H", "H", "H", "H", "H", "H", "H", "H", "H", "H", "H", "H", "H", "H", "H", "H", "H", "H", "H", "H", "H", "H", "H", "H", "H", "H", "H", "H", "H", "H", "H", "H"],
  "xyz": [[0.10, 2.65, -3.50], [-0.42, 0.96, 0.04], [-1.85, 3.27, -1.09], [3.62, -1.90, 0.84], [3.30, 0.68, -2.72], [1.91, 2.72, 0.52], [1.23, -0.37, 1.67], [1.78, -1.60, -2.63], [-0.85, -3.39, -0.02], [-0.63, -2.38, 2.86], [0.34, 2.35, 3.61], [-1.14, 3.39, 1.45], [-0.65, 0.00, 4.62], [3.61, 0.88, 1.45], [1.21, -2.90, 1.38], [-3.18, 0.04, 0.57], [-1.88, -0.20, -2.40], [-3.80, -0.29, -0.70], [-2.91, -1.09, -1.72], [-0.61, -0.90, -2.98], [0.65, -0.83, -2.18], [-1.71, 0.75, -1.92], [-2.74, -0.70, 1.09], [-2.08, 3.71, -0.26], [-3.65, -1.43, -2.49], [2.97, -2.39, 1.40], [0.44, -1.22, -1.19], [4.49, 1.19, 1.68], [-0.80, -1.99, -2.98], [-1.52, 0.36, 4.42], [-4.65, -0.94, -0.47], [-0.59, -0.68, 3.93], [1.07, 0.19, -2.08], [0.08, 1.41, 3.66], [4.20, 0.76, -2.39], [0.02, -3.78, -0.05], [-4.19, 0.55, -1.27], [-0.85, -2.50, 0.33], [0.24, 0.56, 0.66], [-2.49, -1.91, -1.16], [1.92, -3.54, 1.49], [0.19, 3.23, -2.73], [3.27, -0.29, -2.70], [0.53, -0.75, 2.22], [-0.96, 2.48, 1.67], [3.23, -1.86, -0.04], [1.37, -1.21, 1.09], [2.72, 3.21, 0.35], [3.36, 0.03, 1.82], [-2.50, 0.78, 0.44], [0.12, 1.29, -0.69], [-0.46, -0.61, -4.06], [-0.96, 3.97, 2.18], [-2.34, 0.11, -3.33], [-0.56, 2.05, -3.12], [-1.45, 2.43, -0.83], [-1.00, -3.23, 2.60], [2.15, 1.77, 0.55], [1.24, 2.29, 3.28], [1.74, -2.54, -2.42], [0.30, -2.65, 2.24]]
}


{
  "formula": "C3H33NO13",
  "method": "wB97M-V/def2-TZVPD",
  "energy_ev": -31753.0522,
  "de_lowest_ev": 4.053,
  "homo_ev": -8.10,
  "homo_lumo_gap_ev": 8.01,
  "multiplicity": 1,
  "lumo_energy_ev": -0.09,
  "symbols": ["O", "O", "O", "O", "O", "O", "O", "O", "O", "O", "O", "O", "O", "N", "C", "C", "C", "H", "H", "H", "H", "H", "H", "H", "H", "H", "H", "H", "H", "H", "H", "H", "H", "H", "H", "H", "H", "H", "H", "H", "H", "H", "H", "H", "H", "H", "H", "H", "H", "H"],
  "xyz": [[2.92, 2.43, -0.95], [-1.30, -0.38, -2.20], [0.32, -0.75, -0.12], [0.12, 2.05, -0.32], [2.32, -2.97, -2.33], [-1.98, 3.15, -1.72], [-2.80, -2.53, 2.46], [0.25, -3.48, 1.37], [-1.56, -3.33, -0.58], [-2.23, 0.21, 0.52], [0.72, -0.40, -4.14], [0.97, 1.77, -2.73], [2.93, -0.43, 0.59], [0.41, 1.22, 3.35], [0.51, -0.18, 3.56], [-0.82, 1.84, 3.19], [-0.94, 3.13, 2.86], [2.91, -0.10, -0.32], [2.98, -2.39, -2.70], [-1.71, 2.45, -1.11], [1.47, -0.61, 3.24], [1.27, 1.88, -3.64], [2.26, 2.16, -1.61], [-2.78, -2.51, 1.50], [0.19, -0.59, -3.35], [0.33, -0.51, 4.58], [1.46, -2.57, -2.45], [0.91, -1.43, 0.20], [-0.10, -3.88, 0.56], [1.00, -3.83, 1.84], [-1.90, 3.61, 2.76], [-0.20, 3.91, 2.74], [0.20, 1.22, -2.77], [-0.19, -0.83, 3.02], [-1.89, -2.87, 2.56], [-2.11, -4.13, -0.64], [-3.00, 0.69, 0.20], [1.20, 1.77, 3.05], [1.03, 2.28, -0.42], [3.40, 3.19, -1.29], [-1.60, 1.09, 3.21], [-1.97, -2.84, -1.31], [2.14, -0.12, 1.01], [-2.23, -0.26, -2.03], [0.24, -0.02, 0.49], [0.18, 0.04, -4.80], [-0.35, 2.27, 0.49], [-1.46, 3.08, -2.50], [-2.48, -0.40, 1.23], [-0.90, -0.11, -1.33]]
}


{
  "formula": "C17H25N5O2S",
  "method": "wB97M-V/def2-TZVPD",
  "energy_ev": -40411.5723,
  "de_lowest_ev": 4.377,
  "homo_ev": -7.61,
  "homo_lumo_gap_ev": 7.47,
  "multiplicity": 1,
  "lumo_energy_ev": -0.14,
  "symbols": ["S", "O", "O", "N", "N", "N", "N", "N", "C", "C", "C", "C", "C", "C", "C", "C", "C", "C", "C", "C", "C", "C", "C", "C", "C", "H", "H", "H", "H", "H", "H", "H", "H", "H", "H", "H", "H", "H", "H", "H", "H", "H", "H", "H", "H", "H", "H", "H", "H", "H"],
  "xyz": [[-2.20, 4.73, 2.88], [1.92, 3.41, 0.68], [-1.05, 0.05, 2.05], [0.20, 3.63, 2.19], [1.21, 0.57, -2.63], [-0.27, -4.82, -0.28], [-1.67, 2.28, 1.93], [1.20, 1.48, -1.53], [1.25, 0.68, 0.18], [0.67, 2.83, -2.04], [1.26, -3.12, 0.60], [-1.18, 3.52, 2.31], [0.91, -0.78, 0.04], [0.12, -3.48, -0.17], [0.80, 4.91, 2.56], [-3.06, 1.97, 2.28], [0.37, 1.58, 0.90], [-1.02, -5.47, 0.77], [0.90, 2.90, 1.19], [-0.79, 1.19, 1.66], [-0.23, -1.12, -0.68], [-0.01, -5.57, -1.48], [1.69, -1.80, 0.65], [0.37, 0.71, -3.84], [-0.61, -2.46, -0.82], [1.07, 3.62, -1.42], [1.79, -3.93, 1.12], [-0.45, 2.95, -2.17], [-0.57, 0.15, -3.77], [0.18, 1.76, -4.09], [0.77, -5.07, -2.07], [-2.07, -5.61, 0.47], [-3.66, 2.77, 1.83], [0.95, 0.30, -4.68], [-1.01, -4.87, 1.68], [1.13, 2.85, -3.04], [-0.84, -0.31, -1.08], [1.85, 4.73, 2.80], [0.23, 5.26, 3.43], [2.27, 0.70, 0.66], [2.57, -1.56, 1.26], [0.34, -6.57, -1.22], [1.27, -0.41, -2.34], [0.71, 5.63, 1.73], [-0.58, -6.45, 0.98], [2.22, 1.60, -1.25], [-3.33, 0.99, 1.88], [-3.19, 2.01, 3.37], [-1.51, -2.69, -1.39], [-0.90, -5.68, -2.10]]
}


What is the formula in the first record? C10H17BrEuFNO4S


Among the records above, which one has the highest multiplicity? C10H17BrEuFNO4S